C21H37N3O7PtSSi as an isolated structure at a distorted geometry, computed with ωB97M-V/def2-TZVPD.

lowest unoccupied orbital energy	-2.49	eV
ΔE to the lowest compared entry with this formula, charge and spin	0.120	eV
max |F|	0.0486	hartree/bohr
gap between HOMO and LUMO	4.669	eV
HOMO level	-7.16	eV
M	698.77	g/mol

Positions of all 71 atoms, in Å:
Pt: 0.069 -0.153 0.157
N: -1.160 0.453 -1.399
C: -1.340 1.924 -1.292
C: -1.543 2.306 0.158
O: -2.300 3.190 0.490
N: -0.757 1.555 1.022
C: -1.067 1.593 2.339
C: -2.183 -0.054 2.736
O: -2.703 0.221 3.770
O: -2.001 -0.842 1.849
H: -2.050 -0.032 -1.385
H: -0.664 0.227 -2.255
H: -0.407 2.371 -1.639
H: -2.181 2.271 -1.886
H: -0.292 1.281 3.033
H: -1.717 2.392 2.671
S: 0.818 -2.287 -0.530
C: 1.511 -2.205 1.062
C: 2.193 -3.161 1.805
C: 2.637 -2.810 3.065
C: 2.439 -1.519 3.549
C: 1.752 -0.619 2.764
N: 1.271 -0.983 1.578
H: 2.349 -4.148 1.392
H: 3.162 -3.536 3.672
H: 2.812 -1.215 4.516
H: 1.567 0.401 3.078
C: 4.180 4.475 0.392
C: 3.062 3.467 0.160
C: 1.761 4.178 -0.200
C: 2.861 2.608 1.410
O: 3.462 2.675 -0.960
Si: 2.984 1.141 -1.337
O: 1.404 0.991 -1.163
O: 3.491 0.908 -2.881
C: 3.294 1.726 -4.039
C: 3.390 0.787 -5.235
C: 4.398 2.778 -4.101
C: 1.922 2.393 -4.004
O: 3.800 0.052 -0.409
C: 5.192 -0.306 -0.502
C: 6.066 0.896 -0.845
C: 5.336 -1.400 -1.555
C: 5.591 -0.837 0.865
H: 3.935 5.144 1.220
H: 4.334 5.072 -0.508
H: 5.111 3.955 0.624
H: 1.438 4.839 0.608
H: 0.980 3.434 -0.378
H: 1.896 4.772 -1.105
H: 2.599 3.238 2.263
H: 3.772 2.053 1.644
H: 2.047 1.898 1.241
H: 4.357 0.282 -5.232
H: 3.286 1.339 -6.172
H: 2.606 0.030 -5.181
H: 5.373 2.289 -4.155
H: 4.368 3.404 -3.209
H: 4.280 3.407 -4.986
H: 1.139 1.636 -3.924
H: 1.760 2.969 -4.918
H: 1.843 3.071 -3.151
H: 5.795 1.315 -1.814
H: 7.114 0.590 -0.880
H: 5.958 1.677 -0.090
H: 5.053 -1.014 -2.534
H: 4.677 -2.236 -1.308
H: 6.365 -1.764 -1.598
H: 5.401 -0.083 1.632
H: 6.652 -1.094 0.884
H: 5.014 -1.728 1.101